Formula: CH2N2OS2
Source: the OMol25 dataset
Level of theory: ωB97M-V/def2-TZVPD

Positions of all 8 atoms, in Å:
S -1.035591 -1.069726 -0.964565
S -2.782934 -0.984767 -0.215876
O -0.352959 -2.339817 -1.317084
N 0.011203 -0.051015 -0.029993
N -1.871535 0.445176 -3.262576
C -1.335231 -0.132740 -2.415272
H -0.346000 0.702943 0.416616
H 0.640533 -0.591670 0.634607

Cartesian forces (eV/Å) of the 6 atoms listed first:
S 0.9 -1.0 1.2
S 0.3 -0.5 0.1
O -1.1 3.1 0.9
N 2.5 -4.9 -2.0
N 0.8 -0.4 0.5
C -0.1 0.5 -0.5

For the frontier orbital gap, the calculation gives 10.127 eV. Its LUMO energy is 0.030 eV. As for the total charge: 0. The HOMO energy is -0.371 Ha.



Formula: C27H84N4O15
Source: the OMol25 dataset
Level of theory: ωB97M-V/def2-TZVPD

Positions of all 130 atoms, in Å:
O 2.545201 1.870213 -5.477496
O -1.509479 1.858823 -3.250096
O 4.767781 0.320223 -0.148596
O 4.434081 1.856903 4.911014
O -2.343749 4.369753 -2.261916
O 0.041471 -0.140147 -1.608836
O -2.072349 0.110823 4.311774
O 3.382481 -3.398677 2.545744
O 4.154891 -2.131817 -3.638656
O -1.366519 3.584123 1.946074
O -1.319549 -6.250437 -2.355196
O -6.609409 0.060753 -1.587036
O 0.628371 5.115313 -2.021286
O 0.023051 1.564213 3.886884
O 1.360291 1.268293 1.509414
N 5.562541 4.020313 0.483284
N -2.245749 -2.627087 -2.341516
N -4.740289 -1.957077 -0.659956
N 0.128541 -1.588217 4.400554
C 4.552721 1.747253 0.058154
C 3.754771 0.874423 4.069844
C 6.583031 2.090403 1.553654
C -0.771269 -3.236337 3.017194
C 3.037941 -2.150717 1.921724
C -1.768579 3.188273 3.227694
C -4.708869 -0.573397 -0.198586
C -2.153969 -1.231237 3.884944
C -2.150479 0.828393 -3.942936
C 1.574221 1.008023 -4.874676
C 3.020601 -2.324637 -2.845186
C 1.008901 0.337123 -0.695776
C 5.846701 2.625183 0.359534
C 5.352821 -0.023297 -1.365276
C -3.257959 0.579473 4.942884
C -1.858689 -7.385577 -1.688656
C -0.812999 -1.729367 3.335064
C -0.607499 2.855353 4.236134
C -3.256599 -0.221957 0.098474
C 1.510261 4.239583 -1.332296
C -0.679059 -3.690767 -0.900436
C -7.068589 0.365753 -2.887836
C 0.430101 0.937613 0.558974
C -3.005049 3.652673 -1.252536
C -1.409309 -3.819177 -2.183036
C -5.290569 0.437163 -1.199636
C -2.239349 -5.134157 -2.320796
H -0.163839 1.800713 0.258334
H 4.331591 0.008293 3.745494
H 3.858431 -1.497187 1.625434
H 2.514541 4.610273 -1.537506
H 6.332321 0.415663 -1.554996
H -1.998869 2.684363 -3.225926
H -2.563229 -2.581717 -3.299246
H 4.508751 -3.019907 -3.726346
H -1.987139 -7.183447 -0.625296
H -3.061539 4.921943 -2.580426
H -2.482749 2.390943 3.021924
H 3.598401 -4.061567 1.885764
H 2.487561 -1.446167 2.545254
H -2.893849 -1.307067 3.088124
H -3.525739 -0.000467 5.826104
H -1.345979 4.543833 1.957734
H -8.117539 0.074443 -2.942216
H -0.261089 4.845943 -1.780666
H -2.842369 -5.180907 -3.227596
H 0.060081 -3.555477 2.388624
H -3.251629 4.282603 -0.397846
H -0.685209 0.938393 4.055164
H -2.580109 1.302773 -4.825246
H 3.367131 1.382333 -5.388116
H -5.518519 -2.054547 -1.296326
H 7.540741 2.572433 1.749964
H 4.709561 0.195813 -2.217506
H -1.658969 -1.838737 -2.108496
H 2.490441 -1.375327 -2.768846
H 2.904071 0.542833 4.665204
H 0.194151 3.574273 4.067014
H -2.595989 -0.314147 -0.763616
H 1.748021 0.966613 -3.799416
H -2.883429 -5.182627 -1.442776
H -3.234859 1.606133 5.308314
H 5.352391 4.323413 -0.456976
H 0.188751 -0.590787 4.547594
H -3.986269 -2.155967 -1.301806
H -4.135949 0.519573 4.299744
H 2.469681 -2.372527 1.018404
H -3.788049 2.986893 -1.615486
H 6.362871 4.543363 0.808834
H -0.898669 3.022203 5.273194
H 6.785391 1.021213 1.490614
H 0.035411 -4.507867 -0.800566
H 1.203661 4.216373 -0.286566
H 0.567431 1.401603 -5.014496
H 1.033401 -1.916757 4.094944
H -2.819889 -7.704627 -2.091636
H 5.471121 -1.106757 -1.350346
H 1.574161 1.154233 -1.144006
H -5.250229 -0.556307 0.747324
H 1.711801 -0.451417 -0.426996
H 3.831301 1.729313 0.875054
H -6.517379 -0.266087 -3.584286
H -5.360129 1.440513 -0.779456
H -2.259899 4.067173 3.645124
H -0.054529 -2.802337 -0.806866
H -2.233419 3.058473 -0.763026
H 1.490701 3.218993 -1.714536
H -0.844849 -3.914657 3.867234
H 0.954621 1.639023 2.296554
H -0.394989 0.352623 0.965294
H 3.352841 1.390713 3.198074
H 3.168391 -2.871657 -1.914046
H -1.645489 -3.519307 2.430884
H -7.046139 1.438113 -3.081856
H -1.127499 -8.147947 -1.957446
H -2.900439 0.290083 -3.363386
H -4.630909 0.442763 -2.067346
H -1.380979 -3.714977 -0.066876
H -0.425949 0.560213 -2.069926
H 2.344471 -3.000457 -3.368846
H -3.058999 0.790073 0.451814
H -0.707499 -3.837167 -3.016856
H 6.520351 2.471373 -0.483456
H 5.358651 1.662013 4.741364
H -0.425169 -1.167327 2.485484
H -2.590209 -1.866317 4.655964
H -1.439549 0.112783 -4.355956
H 1.667581 0.015893 -5.316346
H 3.968451 2.172513 -0.757856
H 5.879071 2.166003 2.382404
H -2.817379 -0.949947 0.780544

Cartesian forces (eV/Å) of the 6 atoms listed first:
O -0.4 -0.2 0.1
O 1.2 -0.5 1.0
O 0.2 1.6 0.5
O 0.3 -1.3 -0.9
O -0.7 0.3 -0.6
O -0.1 -1.0 0.3

For the frontier orbital gap, the calculation gives 9.145 eV. Its LUMO energy is 0.191 eV. As for the total charge: 0. The HOMO energy is -0.329 Ha.



Formula: C16H25BFeN11
Source: the OMol25 dataset
Level of theory: ωB97M-V/def2-TZVPD

Positions of all 54 atoms, in Å:
Fe 0.559394 -0.789391 -0.356095
N 1.724916 -2.358388 0.952409
N 1.616303 0.759317 0.357501
N -0.640084 0.377641 -1.342561
N 0.859121 1.768658 0.995116
N -2.590466 3.351124 1.109797
N 0.259065 -2.738359 -1.330907
N -1.392553 2.874885 1.494804
N -1.110724 1.467428 -0.649831
N 2.059216 -0.560408 -2.193328
N -1.182831 0.343209 1.587959
N -0.819297 -0.911135 1.104347
C 0.754022 -3.956884 -0.577492
C -3.097825 4.160485 2.029518
C -1.801364 -1.750593 1.593037
C 1.637157 2.839012 1.127187
C -2.274149 0.248477 2.346855
C 1.900980 -3.647209 0.320428
C 2.899670 2.574557 0.590152
C -2.157945 4.193284 3.091450
C 0.929003 -2.668846 -2.715125
C -1.345724 0.340895 -2.503810
C -1.991027 2.167678 -1.416081
C -2.748350 -1.036640 2.295525
C -2.234773 1.431391 -2.581128
C -1.111771 3.318965 2.755157
C 2.171255 -1.833821 -2.904844
C 2.879441 1.273873 0.162580
B -0.773579 1.650900 0.821118
H -0.733485 -2.949267 -1.526874
H -3.670656 -1.329997 2.754830
H 2.886153 -3.662407 -0.212463
H 2.928801 -0.070409 -2.085155
H 0.980762 -4.744614 -1.265416
H 3.072715 -2.317754 -2.558717
H 1.176844 -3.669225 -3.061058
H -1.250793 -0.440868 -3.219432
H 2.557672 -2.026906 1.481747
H -2.233749 4.810790 3.952029
H 1.946426 -4.461542 1.056642
H 1.449359 0.054934 -2.776665
H -2.510395 3.024003 -1.023050
H -4.043039 4.652871 1.895044
H -1.815638 -2.815303 1.373472
H -0.218619 3.153913 3.335745
H -2.985957 1.585572 -3.355491
H -2.679440 1.092320 2.862704
H 2.304163 -1.729607 -4.010884
H 0.206072 -2.206756 -3.392966
H 3.701603 0.751821 -0.284121
H -0.044273 -4.369807 0.059606
H 1.330413 3.772597 1.582437
H 3.715678 3.325894 0.619041
H 0.952307 -2.320355 1.635258

Cartesian forces (eV/Å) of the 6 atoms listed first:
Fe 1.8 -1.4 0.1
N 0.0 1.8 0.8
N 0.4 1.2 0.8
N -1.9 0.9 -1.1
N 0.1 -1.1 -1.5
N -1.3 -0.2 -1.4

For the frontier orbital gap (spin up / spin down), the calculation gives 8.999 / 6.081 eV. Its LUMO energy (spin up / spin down) is -5.189 / -8.107 eV. As for the total charge: +2. As for the spin multiplicity: 6. The HOMO energy (spin up / spin down) is -0.521 / -0.521 Ha.



Summary of calculated total energy in a.u.
-1020.332091, -2426.431308, -2515.127522
(order as listed above)
Summary of ΔE to the lowest compared entry with this formula, charge and spin in eV
1.638, 6.870, 0.000
(order as listed above)